Density functional theory data (wB97M-V/def2-TZVPD) for the ion C7H16N with charge +1 at a distorted geometry.

Properties
HOMO-LUMO gap (eV): 8.24
Energy (a.u.): -330.7673
Highest occupied orbital energy (eV): -11.9
Structure (SMILES): C/C=C(\C)CCC[NH3+]
LUMO energy (Eh): -0.1363

The geometry in ORCA input format:
```
! wB97M-V def2-TZVPD RIJCOSX def2/J DEFGRID3
* xyz 1 1
C -1.159 -0.341 3.118
C -0.368 0.058 1.931
C -0.021 -0.761 0.930
C -0.429 -2.214 1.031
C 0.557 -0.301 -0.375
C -0.342 0.678 -1.181
C 0.445 1.822 -1.784
N 1.258 1.222 -2.934
H -2.226 -0.352 2.888
H -0.773 -1.216 3.653
H -1.081 0.317 3.995
H -0.023 1.092 1.940
H -0.389 -2.901 0.180
H -1.424 -2.281 1.472
H 0.184 -2.812 1.722
H 1.582 0.102 -0.263
H 0.808 -1.193 -0.961
H -0.832 0.090 -1.981
H -1.242 0.823 -0.583
H -0.068 2.688 -2.191
H 1.103 2.142 -0.977
H 2.274 1.270 -2.785
H 1.187 1.819 -3.765
H 0.978 0.251 -3.079
*
```

Density functional theory data (wB97M-V/def2-TZVPD) for a cluster of 9 separate species, C2H20O10 in total at a distorted geometry.

Properties
HOMO-LUMO gap (eV): 2.68
Energy (a.u.): -840.3756
Highest occupied orbital energy (eV): -6.1
LUMO energy (Eh): -0.1268

The geometry in ORCA input format:
```
! wB97M-V def2-TZVPD RIJCOSX def2/J DEFGRID3
* xyz 0 1
O 17.708 10.131 14.958
H 18.206 10.538 14.246
H 17.733 9.172 14.920
H 16.781 10.310 14.780
C 12.020 8.655 9.976
C 12.881 9.825 10.335
O 13.111 10.797 9.550
O 13.186 9.890 11.495
H 12.055 8.451 8.906
H 10.981 8.925 10.166
H 12.250 7.742 10.525
O 9.845 13.898 13.821
H 10.614 13.429 13.498
H 10.203 14.627 14.327
O 17.174 15.168 6.974
H 16.480 14.518 7.087
H 17.943 14.657 6.721
O 17.083 14.805 12.496
H 17.460 15.399 11.847
H 16.351 14.387 12.042
O 9.591 16.553 9.813
H 8.897 16.477 10.467
H 10.310 16.027 10.163
O 20.107 10.276 8.954
H 19.183 10.324 9.201
H 20.572 10.180 9.785
O 16.589 6.446 6.951
H 16.026 7.051 7.434
H 16.161 6.347 6.101
O 10.366 11.953 5.324
H 9.648 11.525 5.791
H 10.968 12.230 6.015
*
```

Density functional theory data (wB97M-V/def2-TZVPD) for an isolated molecule of CH2ClF2NS at a distorted geometry.

Properties
HOMO-LUMO gap (eV): 11.09
Energy (a.u.): -1152.1145
Highest occupied orbital energy (eV): -11.0
LUMO energy (Eh): 0.0051

The geometry in ORCA input format:
```
! wB97M-V def2-TZVPD RIJCOSX def2/J DEFGRID3
* xyz 0 1
C 0.967 0.294 -0.663
N -0.176 -0.510 -0.617
F -0.958 -1.084 1.891
F -2.337 0.329 0.462
S -1.341 -0.949 0.174
Cl 1.262 1.053 0.987
H 0.856 1.205 -1.301
H 1.727 -0.337 -0.934
*
```

Density functional theory data (wB97M-V/def2-TZVPD) for a cluster of 6 separate species, C6H12Cl12 in total at a distorted geometry.

Properties
HOMO-LUMO gap (eV): 11.15
Energy (a.u.): -5758.0832
Highest occupied orbital energy (eV): -10.7
Structure (SMILES): ClCCl.ClCCl.ClCCl.ClCCl.ClCCl.ClCCl
LUMO energy (Eh): 0.0165

The geometry in ORCA input format:
```
! wB97M-V def2-TZVPD RIJCOSX def2/J DEFGRID3
* xyz 0 1
Cl -1.886 -24.127 33.674
C -3.095 -23.154 32.823
Cl -4.371 -22.622 33.969
H -2.595 -22.347 32.287
H -3.509 -23.830 32.075
Cl -4.604 -16.072 32.899
C -4.978 -16.502 34.623
Cl -6.513 -15.901 35.081
H -4.997 -17.592 34.652
H -4.263 -16.074 35.325
Cl -1.506 -24.265 38.679
C -2.304 -25.289 37.521
Cl -3.995 -24.856 37.125
H -1.653 -25.310 36.647
H -2.297 -26.297 37.937
Cl -9.709 -19.523 36.696
C -9.672 -20.529 38.132
Cl -9.928 -19.599 39.582
H -10.409 -21.328 38.065
H -8.699 -20.998 38.277
Cl -7.511 -23.049 39.994
C -6.928 -24.704 40.272
Cl -7.589 -25.818 39.037
H -5.842 -24.700 40.172
H -7.144 -25.014 41.295
Cl -7.299 -22.007 35.560
C -5.923 -21.613 36.621
Cl -5.425 -19.932 36.289
H -6.341 -21.682 37.625
H -5.046 -22.238 36.451
*
```

Density functional theory data (wB97M-V/def2-TZVPD) for a cluster of 3 separate species, C18H39FNO10P2 in total at a distorted geometry.

Properties
HOMO-LUMO gap (eV): 1.81
Energy (a.u.): -2298.6739
Highest occupied orbital energy (eV): -2.4
LUMO energy (Eh): -0.0221

The geometry in ORCA input format:
```
! wB97M-V def2-TZVPD RIJCOSX def2/J DEFGRID3
* xyz -1 1
N -4.304 -1.389 -2.662
C -4.714 -2.745 -3.179
O -5.852 -2.779 -3.928
C -3.930 -4.166 -2.995
C -2.665 -4.158 -1.960
C -1.239 -4.405 -2.789
C -0.405 -3.008 -2.986
C -1.040 -2.002 -4.145
O -1.985 -2.402 -5.030
F -0.621 -0.554 -4.230
H -3.566 -1.427 -1.926
H -4.086 -0.706 -3.420
H -4.710 -4.984 -2.610
H -3.533 -4.597 -4.032
H -2.783 -5.130 -1.279
H -2.619 -3.255 -1.219
H -0.578 -5.075 -2.068
H -0.340 -2.438 -1.964
H 0.688 -3.312 -3.356
O -2.301 3.315 1.689
P -2.688 3.838 0.284
O -2.748 2.325 -0.381
C -3.828 1.482 -0.022
C -5.139 1.987 -0.596
O -1.115 4.220 -0.094
C -0.320 4.899 0.870
C 0.700 3.938 1.454
O -3.121 4.423 -1.286
C -2.291 4.374 -2.440
C -2.244 3.012 -3.107
H -3.890 1.388 1.066
H -3.612 0.488 -0.426
H -5.403 2.957 -0.165
H -5.948 1.282 -0.386
H -5.063 2.125 -1.678
H -0.943 5.344 1.653
H 0.195 5.721 0.363
H 0.230 3.029 1.833
H 1.260 4.409 2.266
H 1.408 3.622 0.679
H -1.286 4.759 -2.250
H -2.740 5.075 -3.153
H -1.631 2.310 -2.535
H -1.801 3.091 -4.105
H -3.245 2.584 -3.202
O 3.327 -0.698 0.614
P 4.219 -0.385 1.840
O 4.494 -1.980 2.182
C 5.348 -2.708 1.317
C 6.787 -2.242 1.438
O 2.907 -0.137 2.831
C 1.823 0.650 2.353
C 0.642 -0.251 2.042
O 5.216 -0.036 3.211
C 4.875 -0.301 4.566
C 5.055 -1.752 4.973
H 4.998 -2.627 0.284
H 5.280 -3.761 1.605
H 6.890 -1.206 1.103
H 7.447 -2.870 0.833
H 7.122 -2.279 2.479
H 2.117 1.239 1.478
H 1.548 1.359 3.140
H 0.919 -1.068 1.373
H -0.172 0.316 1.582
H 0.267 -0.715 2.962
H 3.879 0.065 4.826
H 5.569 0.299 5.165
H 4.260 -2.381 4.563
H 5.017 -1.849 6.063
H 6.011 -2.145 4.620
*
```

Density functional theory data (wB97M-V/def2-TZVPD) for a structure of composition C3H4LaO3 at a distorted geometry.

Properties
HOMO-LUMO gap (spin up / spin down) (eV): 7.39 / 7.59
Energy (a.u.): -373.1861
Highest occupied orbital energy (spin up / spin down) (eV): -17.6 / -17.8
LUMO energy (spin up / spin down) (Eh): -0.3747 / -0.3752

The geometry in ORCA input format:
```
! wB97M-V def2-TZVPD RIJCOSX def2/J DEFGRID3
* xyz 2 2
C 0.818 1.751 1.082
C 0.858 1.468 -0.205
O 0.203 0.431 -0.821
C 0.310 0.252 -2.142
O -0.307 -0.910 -2.280
La -1.014 -1.946 -0.248
H 1.515 2.475 1.503
H -0.066 1.472 1.669
H -0.350 -1.232 -3.193
O -0.820 -2.162 1.968
H -1.147 -1.599 2.668
*
```